# 1
{
  "formula": "C5H6ClNO",
  "method": "ωB97M-V with the def2-TZVPD basis set",
  "smiles": "COc1cc(Cl)c[nH]1",
  "homo_lumo_gap_ev": 8.52,
  "e_above_lowest_kj_mol": 98.5,
  "spin_multiplicity": 1,
  "species": ["Cl", "O", "N", "C", "C", "C", "C", "C", "H", "H", "H", "H", "H", "H"],
  "positions_angstrom": [[2.8870, -0.2287, 0.0010], [-2.2536, -0.8451, 0.0017], [-0.7828, 1.0446, 0.0040], [0.5886, 1.2845, 0.0013], [-1.0239, -0.3028, -0.0025], [0.1835, -0.9646, -0.0018], [-3.3462, 0.0354, -0.0008], [1.1800, 0.0397, -0.0071], [-3.3460, 0.6971, -0.8861], [-3.3433, 0.6773, 0.9009], [0.3336, -2.0222, 0.0074], [-1.4832, 1.7549, -0.0227], [0.9887, 2.2570, 0.0103], [-4.2123, -0.5814, -0.0041]],
  "mulliken_charge": [-0.22, -0.37, 0.00, -0.82, 0.32, -0.70, -0.71, 0.53, 0.31, 0.32, 0.45, 0.21, 0.45, 0.24]
}

# 2
{
  "formula": "CH6NOP",
  "method": "ωB97M-V with the def2-TZVPD basis set",
  "smiles": "CP(N)O",
  "homo_lumo_gap_ev": 10.17,
  "e_above_lowest_kj_mol": 68.2,
  "spin_multiplicity": 1,
  "species": ["P", "O", "N", "C", "H", "H", "H", "H", "H", "H"],
  "positions_angstrom": [[-0.9822, -0.5631, 0.6120], [-0.8640, -1.7810, -0.4608], [-1.1742, 0.6591, -0.6562], [0.8022, -0.2171, 0.7661], [1.2805, 0.5325, 1.4306], [-0.4953, 1.4642, -0.4446], [1.1193, -0.0680, -0.3362], [1.1624, -1.2079, 1.0198], [-0.4718, -1.6713, -1.2590], [-1.9857, 1.1354, -0.8137]],
  "mulliken_charge": [0.29, -0.50, -0.57, -0.94, 0.31, 0.24, 0.32, 0.30, 0.33, 0.22]
}

# 3
{
  "formula": "C33H35N8O7PW",
  "method": "ωB97M-V with the def2-TZVPD basis set",
  "s2": 2.057,
  "homo_lumo_gap_ev": [5.45, 6.34],
  "total_charge": 2,
  "e_above_lowest_kj_mol": 120.7,
  "spin_multiplicity": 3,
  "species": ["W", "P", "O", "O", "O", "O", "O", "O", "O", "N", "N", "N", "N", "N", "N", "N", "N", "C", "C", "C", "C", "C", "C", "C", "C", "C", "C", "C", "C", "C", "C", "C", "C", "C", "C", "C", "C", "C", "C", "C", "C", "C", "C", "C", "C", "C", "C", "C", "C", "C", "H", "H", "H", "H", "H", "H", "H", "H", "H", "H", "H", "H", "H", "H", "H", "H", "H", "H", "H", "H", "H", "H", "H", "H", "H", "H", "H", "H", "H", "H", "H", "H", "H", "H", "H"],
  "positions_angstrom": [[-0.1194, 0.0269, -0.8040], [-0.1233, 0.1484, 1.8532], [-0.2233, -1.7675, -0.4414], [-2.0127, -3.2840, 0.9322], [1.5753, -6.4162, -4.1140], [-0.0039, -0.6500, -2.6863], [0.4273, -7.5407, -2.6575], [1.7940, -1.4583, -3.6793], [-1.3721, -5.3246, 1.1759], [2.2611, 2.3049, -1.6720], [-2.4055, 2.5001, -1.3972], [0.8419, -1.6568, -2.9494], [-0.0711, 1.9320, -1.2862], [-2.1937, 0.1082, -1.3672], [0.8633, -6.5218, -3.1412], [1.9815, 0.0463, -0.9267], [-1.3508, -4.2602, 0.6138], [3.8746, -1.4300, -1.2038], [2.6333, -1.1429, -0.7246], [4.5506, -0.4677, -1.9629], [0.9362, -1.2517, 2.4979], [2.4212, -0.8600, 2.4664], [-0.6196, 6.5499, -1.3143], [0.5292, -2.8792, -2.3769], [-2.8900, 1.2511, -1.6541], [-4.0122, -1.1481, -2.3398], [-4.1650, 1.2147, -2.2335], [-1.1790, 2.8187, -1.2729], [-2.2592, -0.2399, 3.8352], [-2.7976, -1.0605, -1.7225], [0.7009, 4.1366, -1.3998], [0.7707, 6.5026, -1.4252], [-0.5604, -4.1637, -0.6209], [-0.2452, -5.3310, -1.2780], [-2.7207, 1.0575, 1.7792], [-0.1364, -2.9096, -1.1200], [1.0816, 2.7372, -1.4631], [0.5027, -5.2590, -2.4476], [0.8897, -4.0708, -3.0057], [1.5504, 2.4151, 1.9520], [-1.9047, -0.1140, 2.3516], [-1.3739, 5.3887, -1.2163], [0.3765, 1.7485, 2.6782], [1.4537, 5.2962, -1.4787], [0.5493, -1.8020, 3.8704], [0.6785, 1.6758, 4.1753], [-4.7262, 0.0207, -2.6079], [3.9626, 0.7573, -2.1214], [2.6913, 1.0213, -1.5867], [-0.6894, 4.1869, -1.2497], [2.1128, -1.8726, -0.1232], [0.7663, -2.0486, 1.7663], [4.3205, -2.3924, -0.9961], [4.4427, 1.5663, -2.6521], [1.4509, -4.0548, -3.9313], [-5.6971, -0.0169, -3.0825], [2.6868, -0.2755, 3.3454], [1.6019, 1.1370, 4.3792], [-4.6540, 2.1637, -2.3939], [-2.7216, 1.8974, 2.4753], [-0.3528, -2.4085, 3.8184], [-0.5068, 2.3793, 2.5347], [1.4083, 2.4107, 0.8766], [-2.1846, -1.0405, 1.8521], [-1.9159, -1.1633, 4.2884], [-4.4121, -2.1185, -2.5954], [-2.3391, 1.4185, 0.8285], [-3.7586, 0.7541, 1.6388], [-0.1199, 1.2246, 4.7576], [5.5200, -0.6876, -2.3884], [-0.5753, -6.2867, -0.8929], [3.0367, -1.7605, 2.4831], [-2.4506, 5.4093, -1.1183], [0.4033, -1.0145, 4.6066], [-1.8949, 0.6078, 4.4115], [-2.2854, -1.9696, -1.4593], [1.3539, -2.4464, 4.2279], [2.6862, -0.2827, 1.5833], [0.8132, 2.6944, 4.5424], [1.6387, 3.4539, 2.2731], [1.3239, 7.4308, -1.4738], [2.4961, 1.9241, 2.1797], [-3.3482, -0.2337, 3.9080], [2.5291, 5.2556, -1.5875], [-1.1167, 7.5104, -1.3150]],
  "mulliken_charge": [1.03, -0.02, 0.24, -0.52, -0.58, -0.74, -0.57, -0.49, -0.59, -0.41, -0.46, 0.90, 0.68, -0.07, 1.03, 1.77, 1.03, -1.14, -0.44, -0.94, 2.10, -1.79, -0.67, 0.18, 0.57, -1.24, -0.81, 0.16, -1.53, -0.40, 0.67, -0.67, -0.58, -0.25, -2.54, 0.75, -0.70, -1.03, -0.34, -1.29, 1.02, -0.28, 0.44, -0.45, -1.66, -1.46, -0.51, -0.61, -0.09, -0.02, 0.53, -0.57, 0.57, 0.59, 0.71, 0.49, 0.35, 0.26, 0.59, 0.46, 0.38, 0.63, 0.09, -0.16, 0.33, 0.54, 1.14, 0.42, 0.26, 0.47, 0.71, 0.48, 0.56, 0.26, 0.26, 0.90, 0.51, 0.28, 0.48, 0.57, 0.45, 0.30, 0.46, 0.55, 0.45]
}

# 4
{
  "formula": "C45H65Br19N2O7P2",
  "method": "ωB97M-V with the def2-TZVPD basis set",
  "homo_lumo_gap_ev": 6.39,
  "e_above_lowest_kj_mol": 1180.5,
  "spin_multiplicity": 1,
  "species": ["Br", "Br", "Br", "Br", "Br", "Br", "Br", "Br", "Br", "Br", "Br", "Br", "Br", "Br", "Br", "Br", "Br", "Br", "Br", "P", "P", "O", "O", "O", "O", "O", "O", "O", "N", "N", "C", "C", "C", "C", "C", "C", "C", "C", "C", "C", "C", "C", "C", "C", "C", "C", "C", "C", "C", "C", "C", "C", "C", "C", "C", "C", "C", "C", "C", "C", "C", "C", "C", "C", "C", "C", "C", "C", "C", "C", "C", "C", "C", "C", "C", "H", "H", "H", "H", "H", "H", "H", "H", "H", "H", "H", "H", "H", "H", "H", "H", "H", "H", "H", "H", "H", "H", "H", "H", "H", "H", "H", "H", "H", "H", "H", "H", "H", "H", "H", "H", "H", "H", "H", "H", "H", "H", "H", "H", "H", "H", "H", "H", "H", "H", "H", "H", "H", "H", "H", "H", "H", "H", "H", "H", "H", "H", "H", "H", "H"],
  "positions_angstrom": [[4.7326, 2.0550, -5.1643], [-2.2402, -11.0412, 8.8184], [2.4540, -4.3943, 0.1383], [0.2879, 8.4659, 6.5382], [1.4424, 8.7454, -2.8541], [3.2720, 5.3994, -5.7331], [-0.2066, -5.7641, 5.9181], [-5.0829, 1.5497, -1.4191], [-0.8565, 11.0456, -0.6418], [0.2828, -8.5041, 9.7346], [-1.2790, -0.8311, -8.1988], [5.5274, -6.4426, 0.1467], [4.0089, 4.8673, -0.2061], [-0.4655, -3.6637, -10.4250], [0.9454, 10.0529, 2.4257], [3.6451, 7.3607, 5.4661], [-2.7296, -8.3012, 5.0019], [0.6517, 5.9724, 0.8660], [4.8527, 10.0882, -3.3101], [1.0321, -1.3066, -4.4478], [-2.7304, 3.5444, -3.0354], [0.7811, -0.2786, 0.4000], [-1.0074, -3.9823, -3.6572], [-2.7803, 4.0487, -1.5274], [-0.0017, 2.0365, -4.2344], [1.8249, -2.4420, -3.3694], [-5.4001, -1.8098, -1.5145], [-7.0102, -5.1791, 1.0685], [0.5296, -2.1860, -5.9587], [1.8108, 2.7959, -0.7859], [4.3212, -3.8448, 0.0141], [2.3366, 1.8352, 0.2570], [-1.1416, -5.0364, -0.5241], [-1.6303, -8.1559, 6.6064], [-0.9224, 1.0595, -3.6321], [-2.4550, -1.9371, -9.2934], [0.1741, -5.7882, -1.1893], [-6.6319, -3.6879, 0.7912], [-2.3234, 1.6718, -2.9643], [-3.4316, 0.6946, -2.2041], [-1.6519, -5.5646, 0.9518], [2.0477, 9.0624, 7.1312], [0.8206, 2.1202, -1.7395], [-1.4998, -3.1946, -2.6916], [-0.9961, -9.4563, 10.8580], [1.8535, 0.4890, 2.5286], [1.1940, 0.9955, 1.0772], [-3.7361, -7.1508, 2.8690], [2.1603, 9.8760, -4.2721], [3.3822, 6.6425, 0.3036], [-1.6915, -1.5418, -2.8511], [2.4115, 6.5689, 1.4590], [-3.8693, -8.5256, 2.5453], [-2.0173, -3.3830, -9.2774], [5.5690, 3.8148, -5.0752], [3.0184, 9.1359, 5.9758], [-0.9564, 9.9490, 2.0054], [-1.9845, -3.8109, -1.2141], [-6.2269, -4.9271, -0.3554], [-2.9941, -4.8992, 1.6952], [0.0462, -7.0135, -2.0705], [0.7375, 2.8092, -3.2228], [3.5676, 9.4663, -4.6388], [-3.3568, -5.5598, 3.1785], [-5.2343, -3.0650, 1.7074], [-1.1409, -10.8958, 10.4229], [-0.5690, -0.5752, -3.6233], [-3.0663, -0.9030, -2.1474], [-1.1773, 9.5479, 0.5656], [5.1192, -4.8070, -0.8344], [-4.0814, -1.9527, -1.3652], [-1.4854, -6.7163, 7.0416], [4.6371, 4.8329, -4.4606], [-3.8948, -3.6839, 0.9931], [-3.3359, -3.1445, -0.4873], [-1.0731, -6.6584, 8.0530], [4.6051, -5.1054, -1.7523], [-0.2190, 2.1256, -1.1527], [-2.2211, 9.2674, 0.3991], [-0.5294, 8.7299, 0.2387], [-1.7756, 4.3263, -3.7824], [0.5927, -1.4512, -6.6969], [1.4182, 3.6721, -0.3776], [-0.6754, -8.6401, 6.3841], [-4.2467, -5.0179, 3.7204], [-1.0425, -6.4529, 1.4537], [-5.3224, -1.8976, 1.6726], [-1.3560, 9.1893, 2.6834], [1.8471, 2.9367, -3.6397], [2.7748, 1.1290, 2.8605], [-3.4462, -1.8288, -8.8439], [1.2438, -2.9180, -6.2100], [2.1013, -1.8724, -2.5816], [-2.4232, -6.1550, 7.0038], [-4.2785, -9.5478, 2.1225], [-0.1860, -11.3801, 10.2005], [0.2963, 3.9179, -3.2127], [4.1137, 4.4630, -3.5746], [2.0859, 10.9100, -3.9242], [4.2955, -2.8535, -0.4472], [-7.5255, -2.8684, 0.4694], [-5.4690, -5.7636, -0.0440], [6.0927, -4.3794, -1.0911], [3.8756, 9.9397, -5.5752], [3.6959, 8.3838, -4.7247], [1.4835, 9.7329, -5.1194], [-2.4653, -1.4977, -10.2948], [3.9202, 9.6836, 6.2638], [2.2454, 7.5615, 1.8874], [2.5917, 9.5935, 5.0790], [-1.6698, -11.4774, 11.1832], [1.2431, 1.0118, -1.8775], [2.2701, -0.6115, 2.3279], [6.4558, 3.6763, -4.4501], [1.8816, 10.0550, 7.5596], [1.0266, 0.3582, 3.3632], [-5.4193, -3.4128, 2.8094], [-4.0823, 3.6683, -3.5569], [-2.1592, -8.7374, 7.3667], [2.9555, 7.1001, -0.5932], [1.4733, -0.4738, -0.2997], [5.8825, 4.0709, -6.0910], [3.1417, 1.1402, -0.2308], [2.3663, 8.3786, 7.9230], [-1.3923, 10.9197, 2.2573], [5.1802, 5.7461, -4.2014], [-0.6125, -6.9964, -3.0622], [-7.0788, -5.4877, -0.9310], [-2.3774, -5.4839, 3.8548], [-1.7470, -3.7436, -8.2811], [-0.5837, -9.3984, 11.8695], [-1.9338, -8.8950, 10.8202], [0.6663, -7.9979, -1.8029], [0.2386, 1.6360, 1.3773], [2.9086, 2.4990, 1.0677], [2.7301, 5.8852, 2.2508], [1.2438, -5.3637, -0.9193], [-2.7977, -4.0270, -9.6926], [4.6962, -3.7548, 1.0373], [4.2839, 7.1902, 0.5916]],
  "mulliken_charge": [-0.15, -0.11, -0.10, -0.12, -0.07, -0.16, -0.18, -0.08, -0.15, -0.14, -0.07, -0.15, -0.15, -0.14, -0.14, -0.13, -0.05, -0.16, -0.13, 0.40, 0.39, -0.24, -0.53, -0.59, -0.41, -0.49, -0.52, -0.45, -0.36, 0.40, -0.60, -0.50, 0.32, -0.33, -0.03, -0.60, -0.06, 0.26, 0.16, -0.59, -0.53, -0.60, 0.36, -0.11, -0.58, -0.96, 0.28, -0.06, -0.60, -0.23, 0.46, -0.19, -0.64, -0.54, -0.57, -0.32, -0.60, 0.12, -0.60, 0.23, -0.70, -0.18, -0.19, 0.26, -0.79, -0.56, 0.25, 0.41, -0.24, -0.60, -0.10, -0.49, -0.36, -0.08, 0.59, 0.24, 0.33, 0.18, 0.40, -0.03, 0.06, 0.20, -0.12, 0.46, 0.21, 0.30, 0.34, 0.33, -0.21, 0.27, 0.35, 0.23, 0.31, 0.39, 0.32, 0.37, 0.06, 0.11, 0.38, 0.27, 0.27, 0.16, 0.40, 0.35, -0.05, 0.34, 0.36, 0.34, -0.06, 0.12, 0.33, -0.39, 0.18, 0.37, 0.34, 0.28, 0.26, 0.14, -0.05, 0.03, 0.19, 0.37, 0.06, 0.38, 0.43, 0.35, 0.24, 0.40, -0.06, 0.31, 0.36, 0.37, 0.24, 0.23, 0.23, 0.40, 0.09, 0.35, 0.41, 0.37]
}

# 5
{
  "formula": "C14H42O7",
  "method": "ωB97M-V with the def2-TZVPD basis set",
  "smiles": "CCO.CCO.CCO.CCO.CCO.CCO.CCO",
  "homo_lumo_gap_ev": 10.56,
  "e_above_lowest_kj_mol": 261.1,
  "spin_multiplicity": 1,
  "species": ["O", "O", "O", "O", "O", "O", "O", "C", "C", "C", "C", "C", "C", "C", "C", "C", "C", "C", "C", "C", "C", "H", "H", "H", "H", "H", "H", "H", "H", "H", "H", "H", "H", "H", "H", "H", "H", "H", "H", "H", "H", "H", "H", "H", "H", "H", "H", "H", "H", "H", "H", "H", "H", "H", "H", "H", "H", "H", "H", "H", "H", "H", "H"],
  "positions_angstrom": [[3.0629, -4.8111, 5.8246], [1.0654, 3.5758, -0.6691], [2.3124, 2.8790, -3.8573], [-0.1545, 0.7983, 6.3020], [-2.8074, 3.0979, -3.4697], [-0.3692, -0.4121, -1.1128], [-1.8329, -2.4684, -2.7882], [-0.8909, 4.2085, 0.5903], [3.7123, -3.7426, 5.1299], [-3.0580, -2.8206, -2.1300], [1.2192, -1.3439, 0.4811], [-3.4386, 1.8121, -3.5810], [1.5921, 1.6368, -3.5572], [0.9767, 0.2659, 4.2633], [-2.4504, 0.8402, -4.2148], [-4.1121, -3.0816, -3.1878], [2.6783, -2.8126, 4.5345], [-0.3556, 3.6853, -0.7236], [1.1318, 0.5456, 5.7410], [2.6286, 0.5175, -3.4499], [-0.2018, -1.3900, -0.0895], [1.9025, -1.6741, -0.3107], [2.5007, -0.1357, -4.3116], [1.3605, -2.0463, 1.3050], [3.1594, -1.9585, 4.0479], [-1.2067, -2.0840, -2.1645], [1.3912, 3.6589, -1.5730], [4.3870, -3.1904, 5.7875], [2.4228, -0.0529, -2.5445], [3.6396, 0.9118, -3.4544], [-0.4599, -2.4029, -0.3913], [2.0853, -2.3374, 5.3160], [0.0316, -0.2619, 4.1283], [-1.5782, 0.7989, -3.5642], [3.5725, -5.0246, 6.6087], [-4.3212, 1.9810, -4.2022], [1.5571, -0.3608, 6.1963], [-3.6896, 1.4182, -2.5966], [-3.0320, 3.6226, -4.2379], [-2.8131, -0.1879, -4.3126], [1.7651, -0.2601, 3.7311], [1.0345, 1.9301, -2.6648], [-0.4630, 0.4233, -0.6465], [2.0895, -3.3034, 3.7622], [-2.9582, -3.6100, -1.3767], [4.2701, -4.2030, 4.3045], [-0.7310, 2.6764, -0.9406], [1.6485, 3.5469, -4.0644], [-4.9963, -3.3515, -2.5965], [-0.3905, 5.1328, 0.8748], [-0.7732, 3.4681, 1.3839], [0.9529, 1.2161, 3.7155], [1.7857, 1.4007, 5.9310], [-0.8502, -1.0991, 0.7495], [-4.3818, -2.1423, -3.6648], [0.8961, 1.4465, -4.3784], [-2.2403, 1.1195, -5.2492], [1.5914, -0.3617, 0.7718], [-0.7550, 4.2935, -1.5405], [-3.7945, -3.8487, -3.8852], [-0.0304, 1.3735, 7.0602], [-1.9625, 4.4062, 0.5308], [-3.3248, -1.9078, -1.5696]],
  "mulliken_charge": [-0.52, -0.55, -0.61, -0.53, -0.50, -0.18, -0.54, -1.18, -0.42, -0.13, -1.10, -0.37, 0.97, -0.86, -0.36, -1.13, -0.70, 0.43, -0.22, -0.93, -0.08, 0.31, 0.29, 0.20, 0.31, 0.24, 0.31, 0.37, 0.07, 0.35, 0.33, 0.11, 0.32, -0.13, 0.30, 0.35, 0.17, 0.22, 0.29, 0.15, 0.19, -0.52, 0.01, 0.25, 0.41, 0.24, -0.17, 0.30, 0.37, 0.31, 0.23, 0.34, 0.32, 0.23, 0.26, 0.11, 0.33, 0.32, 0.23, 0.29, 0.31, 0.35, 0.22]
}

# 6
{
  "formula": "C3H10N2O2",
  "method": "ωB97M-V with the def2-TZVPD basis set",
  "smiles": "CC(=O)ON.CN",
  "homo_lumo_gap_ev": 9.34,
  "e_above_lowest_kj_mol": 325.7,
  "spin_multiplicity": 1,
  "species": ["O", "O", "N", "N", "C", "C", "C", "H", "H", "H", "H", "H", "H", "H", "H", "H", "H"],
  "positions_angstrom": [[1.0429, -0.2275, -1.5363], [0.8908, 1.0322, 0.3300], [-2.3153, 0.3682, 0.4266], [0.1123, 1.9608, -0.4261], [-1.8154, -0.8526, -0.0821], [1.1381, -0.1716, -0.3206], [2.1020, -0.9788, 0.5079], [-1.6472, 1.1381, 0.2939], [-2.5028, -1.6749, 0.1065], [1.9782, -2.0317, 0.2659], [0.6629, 2.8170, -0.4673], [-1.5654, -0.7429, -1.1390], [1.9432, -0.7847, 1.5647], [-0.6358, -1.0281, 0.1975], [-2.5832, 0.3001, 1.4030], [3.1214, -0.6932, 0.2488], [0.0732, 1.5696, -1.3737]],
  "mulliken_charge": [-0.58, -0.19, -0.57, -0.57, -0.55, 0.78, -1.10, 0.39, 0.40, 0.32, 0.26, 0.27, 0.32, 0.02, 0.22, 0.33, 0.26]
}